The following is a quantum chemistry calculation of a molecular structure, C69H77I2InN9O19, from the Open Molecules 2025 dataset.

Geometry as XYZ:
```
177
Properties=species:S:1:pos:R:3:forces:R:3
C 2.70281 3.32085 -0.00937 0.331 -0.137 -0.078
C 3.09502 1.94831 -0.56025 -0.344 0.262 0.211
C 1.93090 0.93750 -0.46448 0.618 -0.081 -0.281
C 1.67744 0.13388 -1.75611 -0.180 0.347 0.041
C 0.22778 0.22019 -2.22258 -0.007 -0.361 -0.184
C -0.75409 -0.53169 -1.30442 0.325 -0.058 -0.350
C -1.62261 -1.52080 -2.08027 -0.211 -0.109 0.083
C -2.83452 -2.05090 -1.30999 0.341 -0.074 0.479
C -3.79112 -0.99165 -0.77666 -0.658 0.333 -0.529
C -4.77856 -0.41366 -1.81137 0.016 0.274 0.242
In -5.79528 1.32885 -0.86007 -0.187 -0.543 0.173
C -8.02678 1.30229 -1.19038 0.262 -0.068 0.133
O -8.81104 1.10705 0.00572 -0.085 0.015 -0.029
C -8.61749 2.12586 0.94837 -0.138 -0.127 0.050
C -4.77003 3.29914 -1.41722 0.042 -0.074 -0.609
I -2.75617 2.76978 -2.01255 -0.017 0.016 0.304
C -5.38871 4.10204 -2.50932 -0.151 -0.051 0.599
C -6.86173 4.42036 -2.23296 0.179 0.539 -0.249
I -4.35243 6.09311 -2.72040 0.094 0.133 -0.191
H 1.98465 3.80553 -0.67091 -0.153 0.013 0.070
H 3.58090 3.95944 0.05354 -0.036 0.051 0.042
H 2.27170 3.23491 0.98806 -0.096 0.000 0.027
H 3.40842 2.07964 -1.59670 0.063 -0.085 -0.067
H 3.96278 1.59692 -0.00051 0.079 -0.137 -0.083
H 1.03153 1.49349 -0.20323 -0.146 -0.132 0.112
H 2.16985 0.25216 0.34843 -0.326 0.021 0.185
H 2.32703 0.51793 -2.54570 0.054 -0.029 -0.054
H 1.92947 -0.92209 -1.62892 0.090 -0.040 0.038
H -0.07057 1.26432 -2.33670 0.027 0.080 0.047
H 0.16833 -0.21696 -3.22363 -0.026 -0.004 -0.066
H -0.15307 -1.11026 -0.59702 -0.100 0.161 0.206
H -1.35464 0.17212 -0.73644 -0.003 0.005 0.045
H -0.98326 -2.37848 -2.32363 0.011 -0.054 -0.206
H -1.94351 -1.10344 -3.03749 -0.047 0.199 0.025
H -3.38324 -2.74992 -1.94041 -0.144 -0.040 -0.063
H -2.45619 -2.63998 -0.46341 -0.136 0.125 -0.148
H -4.41026 -1.40784 0.02163 0.156 -0.107 0.183
H -3.25430 -0.15268 -0.33099 0.205 -0.115 0.159
H -5.50821 -1.18449 -2.07215 -0.052 -0.004 -0.112
H -4.27233 -0.11211 -2.73087 0.081 -0.024 -0.034
H -5.47601 1.12665 0.89522 0.025 0.162 -0.161
H -8.22380 0.41930 -1.79981 -0.052 -0.048 -0.037
H -8.44323 2.16017 -1.72970 -0.010 0.072 -0.050
H -7.76252 1.91936 1.59816 0.184 0.072 -0.068
H -8.47185 3.09667 0.46333 0.005 0.096 0.008
H -9.51092 2.18728 1.57359 -0.066 -0.016 -0.005
H -4.68673 3.89877 -0.51491 0.152 -0.049 0.112
H -5.23500 3.66304 -3.48790 0.058 0.081 -0.089
H -7.49925 3.88733 -2.93461 -0.096 -0.267 0.182
H -7.12149 4.18600 -1.20478 -0.078 -0.214 0.020
H -7.06162 5.47911 -2.37403 -0.073 0.024 -0.057
C -5.20881 1.81432 4.10325 0.038 -0.022 -0.005
C -5.10768 0.43118 4.03895 0.021 0.109 0.017
C -4.01152 -0.15825 3.43232 -0.079 -0.141 0.043
C -3.03069 0.65954 2.90418 -0.059 0.028 0.116
C -3.11256 2.03779 2.95130 0.029 0.176 -0.025
C -4.21511 2.61554 3.55754 -0.052 -0.079 0.048
N -1.86570 0.04277 2.25694 -0.307 0.006 -0.376
O -1.84649 -1.17011 2.16683 0.097 -0.184 0.134
O -1.01185 0.77290 1.80393 0.221 0.111 0.115
H -6.06895 2.27028 4.57610 -0.021 0.003 -0.021
H -5.88637 -0.19160 4.45728 -0.012 -0.016 -0.026
H -3.92676 -1.23327 3.36902 0.071 0.008 -0.046
H -2.33698 2.64910 2.51462 0.038 -0.078 -0.050
H -4.30028 3.69264 3.59890 -0.002 0.013 -0.025
C 1.55562 9.92347 -0.18093 0.048 -0.063 -0.029
C 1.75082 8.97143 -1.17364 0.014 0.064 0.067
C 2.65143 7.93617 -0.97837 -0.065 -0.034 -0.150
C 3.33906 7.87202 0.21947 -0.092 0.061 -0.014
C 3.15987 8.80853 1.21838 0.056 0.116 0.217
C 2.26324 9.84208 1.01083 -0.089 0.075 -0.048
N 4.28091 6.76395 0.44489 -0.042 -0.003 0.005
O 4.43430 5.96740 -0.45589 0.177 0.123 -0.087
O 4.84162 6.70582 1.52249 0.049 0.025 0.028
H 0.84980 10.72852 -0.33637 -0.006 -0.001 -0.002
H 1.19864 9.03186 -2.10109 -0.008 -0.021 -0.006
H 2.80917 7.19006 -1.74249 0.044 -0.059 0.060
H 3.70634 8.73984 2.14713 0.047 -0.082 -0.030
H 2.11502 10.58216 1.78536 0.025 0.003 0.013
C 9.06199 9.00711 2.73268 -0.031 0.057 -0.012
C 7.89043 8.51092 3.28658 0.135 0.057 -0.196
C 6.78802 9.33758 3.42616 -0.078 -0.123 0.067
C 6.88122 10.65064 3.00512 0.082 -0.086 -0.024
C 8.03901 11.16507 2.44908 0.121 0.114 -0.063
C 9.13611 10.33146 2.31571 -0.012 -0.082 0.052
N 5.70692 11.52570 3.14108 -0.013 -0.032 -0.033
O 4.71277 11.05798 3.66264 -0.089 -0.019 0.047
O 5.79110 12.66100 2.72145 0.017 0.055 0.004
H 9.92148 8.35887 2.62490 0.001 -0.006 -0.005
H 7.83459 7.48359 3.60703 -0.032 -0.035 0.000
H 5.87343 8.95906 3.85637 -0.042 0.052 -0.031
H 8.08428 12.19486 2.12855 -0.096 0.014 0.016
H 10.05072 10.71530 1.88493 0.001 0.011 -0.007
C -0.20478 -7.05283 -4.66127 0.016 -0.006 0.013
C -1.34119 -7.35023 -3.92244 0.057 0.041 -0.037
C -2.34387 -6.40454 -3.77453 -0.106 -0.142 0.096
C -2.19090 -5.17099 -4.37775 0.192 -0.083 0.007
C -1.06016 -4.85242 -5.10904 0.152 0.155 -0.087
C -0.06329 -5.80339 -5.24961 -0.014 -0.085 0.066
N -3.26476 -4.17396 -4.25086 -0.020 0.092 0.076
O -4.23316 -4.47213 -3.58374 -0.060 -0.076 -0.042
O -3.11759 -3.11414 -4.82506 -0.026 -0.021 -0.096
H 0.57187 -7.79618 -4.78085 0.009 -0.001 0.005
H -1.44996 -8.32234 -3.46157 -0.002 -0.005 0.016
H -3.23195 -6.62534 -3.20145 -0.041 0.093 -0.015
H -0.95417 -3.88040 -5.56836 -0.123 0.050 0.070
H 0.82283 -5.57110 -5.82352 0.002 0.011 -0.008
C -1.46213 -4.45588 1.15224 0.100 -0.092 -0.140
C -1.39087 -5.83639 1.00961 -0.003 0.124 0.008
C -0.34847 -6.40998 0.30193 -0.066 -0.133 0.014
C 0.61369 -5.58164 -0.25192 -0.094 -0.004 0.032
C 0.56031 -4.20425 -0.12511 0.001 0.132 0.015
C -0.49045 -3.64526 0.58387 0.146 -0.026 0.060
N 1.72598 -6.18724 -0.98914 -0.007 0.007 -0.037
O 1.74398 -7.40246 -1.10611 -0.181 0.009 0.055
O 2.58080 -5.45668 -1.44574 0.052 0.032 -0.020
H -2.27175 -4.00242 1.70017 -0.046 0.046 0.020
H -2.15014 -6.46753 1.45192 -0.006 -0.009 0.003
H -0.28505 -7.48102 0.18235 0.086 0.005 -0.050
H 1.31901 -3.57780 -0.57114 0.040 -0.055 -0.033
H -0.56185 -2.57264 0.69730 0.033 -0.084 0.059
C -4.46763 -8.33799 6.65194 0.001 0.012 -0.007
C -3.24083 -8.21440 6.01341 -0.082 0.003 0.034
C -2.94774 -7.07206 5.28643 0.144 -0.101 -0.019
C -3.89615 -6.06911 5.21663 -0.022 -0.097 0.074
C -5.12499 -6.17317 5.83988 -0.161 0.033 0.061
C -5.40849 -7.32072 6.56245 0.071 -0.060 0.000
N -3.58174 -4.84681 4.45863 0.002 0.063 -0.056
O -2.50378 -4.79460 3.90203 -0.028 -0.032 0.143
O -4.41718 -3.96765 4.43323 -0.031 0.018 0.021
H -4.69106 -9.23013 7.22195 -0.004 -0.008 -0.003
H -2.50940 -9.00762 6.08271 0.012 -0.002 -0.008
H -1.99749 -6.96352 4.78498 -0.022 0.097 -0.026
H -5.84745 -5.37458 5.76357 0.063 0.060 -0.055
H -6.36454 -7.41949 7.05758 -0.012 0.009 -0.002
C -5.06813 -5.16298 -8.91662 0.005 -0.011 -0.008
C -4.11385 -5.08266 -7.91170 -0.063 -0.009 -0.048
C -3.02880 -5.94492 -7.91596 0.013 0.117 0.174
C -2.91746 -6.87273 -8.93413 -0.100 0.084 -0.006
C -3.85961 -6.97223 -9.94143 -0.093 -0.039 -0.145
C -4.94232 -6.10816 -9.92684 0.012 0.054 0.071
N -1.75631 -7.77738 -8.95481 0.019 -0.040 0.004
O -0.95141 -7.68622 -8.05086 0.015 0.025 0.040
O -1.66969 -8.56313 -9.87766 -0.008 -0.031 -0.031
H -5.91173 -4.48564 -8.91248 -0.007 0.000 0.007
H -4.21131 -4.34591 -7.12493 0.019 0.009 0.003
H -2.28927 -5.88186 -7.13223 0.105 -0.131 -0.071
H -3.75079 -7.70838 -10.72333 0.087 -0.029 0.033
H -5.68788 -6.17083 -10.70756 0.000 -0.009 -0.011
C 4.43498 -8.87074 -1.89282 0.080 -0.062 0.051
C 4.52973 -10.24895 -2.04346 0.042 0.095 -0.014
C 5.57523 -10.80380 -2.76335 -0.101 -0.141 0.049
C 6.51726 -9.95977 -3.32222 -0.074 0.045 0.064
C 6.44032 -8.58500 -3.19099 0.023 0.164 -0.007
C 5.38847 -8.04223 -2.47048 -0.021 -0.055 0.014
N 7.64003 -10.54402 -4.07141 0.008 -0.014 -0.027
O 7.67441 -11.75310 -4.18924 -0.003 -0.045 0.002
O 8.47169 -9.78648 -4.52875 0.029 0.038 -0.018
H 3.62056 -8.43797 -1.32982 0.028 -0.023 -0.084
H 3.78585 -10.89437 -1.59651 -0.004 -0.013 -0.001
H 5.65679 -11.87322 -2.88599 0.086 0.008 -0.049
H 7.18714 -7.94903 -3.64178 0.052 -0.076 -0.031
H 5.30869 -6.96970 -2.35662 -0.018 0.008 -0.007
C 6.16729 10.75543 9.45807 0.012 -0.010 -0.008
C 5.54066 10.29226 8.30900 0.042 0.029 0.072
C 6.17642 9.36840 7.49600 -0.131 0.025 -0.093
C 7.43523 8.92320 7.85493 -0.067 0.071 0.080
C 8.07939 9.37550 8.99101 0.113 0.022 0.129
C 7.43499 10.30009 9.79629 -0.080 0.022 -0.031
N 8.10854 7.93238 7.00013 -0.005 0.085 -0.052
O 7.52445 7.57370 5.99837 -0.031 -0.144 0.103
O 9.20689 7.54239 7.33759 0.040 -0.018 0.029
H 5.66559 11.47388 10.09267 0.000 0.009 -0.001
H 4.55496 10.64881 8.04450 -0.004 -0.001 -0.020
H 5.69839 9.00318 6.59959 0.064 -0.057 -0.015
H 9.06441 9.01328 9.24378 0.001 -0.065 -0.076
H 7.92260 10.66429 10.68996 0.012 -0.003 0.005
```
Forces are in eV/Å.

Calculated values
net charge: -1
frontier orbital gap: 4.99 eV
highest occupied orbital energy: -4.68 eV
energy: -5382.52648 Eh
LUMO energy: 0.0116 hartree